(1)
The following is a DFT calculation (ωB97M-V/def2-TZVPD) of a molecular structure, C40H30GeN4O12SV in a non-equilibrium geometry.

Its relative energy (zero: lowest compared OMol25 entry of this formula, charge and spin) is 48.3 kcal/mol. The total charge is -2. As for the multiplicity: 4. The value obtained for the LUMO energy (alpha / beta) is 3.1 / 3.1 eV. As for the HOMO energy (alpha / beta): -0.29 / -2.93 eV.

Each line ends with the Mulliken spin population.
Cartesian coordinates (Å):
V: -0.430 -0.346 0.874  1.98
O: 2.757 2.348 1.442  0.00
C: 1.679 1.596 1.366  0.00
O: 1.514 0.802 0.487  0.00
C: 0.682 1.805 2.460  0.01
C: 0.773 2.668 3.526  -0.01
C: -0.270 2.696 4.442  0.01
C: -1.356 1.845 4.292  -0.01
C: -1.360 0.989 3.219  0.02
N: -0.365 1.012 2.332  -0.02
C: -2.409 -0.093 2.929  0.01
O: -3.345 -0.200 3.695  0.01
O: -2.116 -0.808 1.884  -0.01
H: 3.295 2.071 0.678  0.00
H: 1.645 3.299 3.631  0.00
H: -0.229 3.372 5.286  0.00
H: -2.190 1.827 4.982  0.00
S: -0.127 -2.155 -0.818  0.00
C: 0.383 -1.618 -2.437  -0.01
C: 1.090 -2.559 -3.223  0.00
C: 1.552 -2.213 -4.471  0.00
C: 1.297 -0.936 -4.965  0.01
C: 0.573 -0.085 -4.153  0.00
N: 0.126 -0.401 -2.927  0.00
H: 1.271 -3.547 -2.811  0.00
H: 2.110 -2.933 -5.062  0.00
H: 1.639 -0.619 -5.943  0.00
H: 0.319 0.916 -4.492  0.00
O: 1.894 -1.260 3.852  0.01
C: 0.925 -1.708 3.256  0.00
O: 0.646 -1.418 2.000  -0.03
C: -0.041 -2.674 3.873  0.00
C: -0.442 -3.818 2.934  0.00
Ge: 0.926 -5.100 2.401  0.00
C: 1.986 -5.677 3.932  0.00
C: 2.288 -7.020 4.196  0.00
C: 3.118 -7.383 5.256  0.00
C: 3.676 -6.404 6.069  0.00
C: 3.417 -5.064 5.805  0.00
C: 2.585 -4.703 4.748  0.00
C: 2.290 -4.603 1.107  0.00
C: 2.500 -5.420 -0.009  0.00
C: 3.488 -5.117 -0.946  0.00
C: 4.275 -3.987 -0.780  0.00
C: 4.087 -3.171 0.331  0.00
C: 3.111 -3.480 1.274  0.01
C: -0.150 -6.486 1.575  0.00
C: -0.775 -6.111 0.374  0.00
C: -1.647 -6.975 -0.284  0.00
C: -1.906 -8.234 0.247  0.00
C: -1.306 -8.619 1.441  0.00
C: -0.443 -7.747 2.104  0.00
H: -0.925 -2.084 4.136  0.00
H: 0.387 -3.052 4.796  0.00
H: -0.872 -3.399 2.024  0.01
H: -1.212 -4.442 3.390  0.00
H: 1.895 -7.802 3.558  0.00
H: 3.332 -8.431 5.440  0.00
H: 4.320 -6.683 6.896  0.00
H: 3.866 -4.290 6.418  0.00
H: 2.426 -3.644 4.561  0.00
H: 1.876 -6.293 -0.167  0.00
H: 3.626 -5.756 -1.811  0.00
H: 5.024 -3.733 -1.521  0.00
H: 4.689 -2.279 0.460  0.00
H: 2.992 -2.818 2.126  -0.01
H: -0.591 -5.127 -0.059  0.00
H: -2.135 -6.646 -1.196  0.00
H: -2.586 -8.907 -0.262  0.00
H: -1.519 -9.593 1.866  0.00
H: -0.020 -8.060 3.051  0.00
O: -1.286 2.788 -1.068  0.02
C: -1.791 1.691 -1.049  -0.02
O: -1.327 0.729 -0.233  -0.06
C: -2.960 1.316 -1.901  -0.06
C: -3.452 2.281 -2.772  0.14
C: -4.553 1.948 -3.601  -0.01
C: -5.130 0.678 -3.539  0.09
C: -4.599 -0.235 -2.665  -0.02
C: -3.512 0.045 -1.822  0.14
N: -5.203 -1.590 -2.628  0.00
O: -4.666 -2.427 -1.939  -0.01
O: -6.202 -1.810 -3.284  0.00
N: -5.083 2.874 -4.509  0.23
O: -4.512 4.024 -4.597  0.23
O: -6.116 2.545 -5.211  0.21
H: -3.008 3.262 -2.815  0.03
H: -5.966 0.428 -4.167  0.02
H: -3.130 -0.706 -1.149  0.06

=====

(2)
The following is a DFT calculation (ωB97M-V/def2-TZVPD) of a molecular structure, C40H31FN4O5P2RuS2 in a non-equilibrium geometry.

The total charge is 0. As for the multiplicity: 5. The value obtained for the LUMO energy (alpha / beta) is -0.3 / -1.6 eV. As for the HOMO energy (alpha / beta): -7.74 / -7.79 eV.

Each line ends with the natural charge from an NBO analysis.
Cartesian coordinates (Å):
Ru: 0.387 0.050 -1.206  1.21
S: 3.092 -0.717 -0.284  -0.49
P: 1.757 -1.352 1.043  1.35
C: 0.209 -0.569 0.733  -0.96
P: -0.058 1.075 1.285  1.35
S: 1.000 2.350 0.165  -0.44
C: -1.864 1.216 1.170  -0.39
C: -2.619 0.183 0.635  -0.20
C: -3.998 0.269 0.652  -0.21
C: -4.614 1.383 1.197  -0.18
C: -3.856 2.425 1.706  -0.18
C: -2.477 2.344 1.699  -0.18
C: 0.209 1.363 3.051  -0.42
C: -0.372 0.419 3.886  -0.19
C: -0.202 0.521 5.251  -0.19
C: 0.540 1.572 5.771  -0.19
C: 1.094 2.526 4.932  -0.23
C: 0.943 2.421 3.560  -0.13
C: 1.397 -3.133 0.952  -0.40
C: 2.440 -4.037 0.803  -0.18
C: 2.169 -5.394 0.789  -0.21
C: 0.865 -5.843 0.928  -0.20
C: -0.174 -4.938 1.071  -0.22
C: 0.089 -3.582 1.084  -0.13
C: 2.345 -1.126 2.747  -0.32
C: 1.964 -1.989 3.765  -0.21
C: 2.327 -1.708 5.070  -0.22
C: 3.059 -0.567 5.359  -0.19
C: 3.455 0.280 4.338  -0.20
C: 3.098 0.005 3.032  -0.21
H: -2.131 -0.679 0.195  0.24
H: -4.589 -0.536 0.243  0.22
H: -5.691 1.448 1.206  0.21
H: -4.346 3.300 2.101  0.22
H: -1.851 3.141 2.078  0.22
H: -0.945 -0.385 3.441  0.22
H: -0.646 -0.215 5.904  0.22
H: 0.685 1.646 6.839  0.22
H: 1.653 3.352 5.347  0.22
H: 1.383 3.141 2.883  0.23
H: 3.449 -3.664 0.685  0.23
H: 2.974 -6.103 0.662  0.22
H: 0.656 -6.901 0.916  0.22
H: -1.190 -5.289 1.170  0.22
H: -0.708 -2.859 1.188  0.22
H: 1.389 -2.874 3.534  0.23
H: 2.031 -2.381 5.861  0.22
H: 3.317 -0.340 6.383  0.22
H: 4.037 1.162 4.558  0.22
H: 3.396 0.656 2.222  0.25
O: 0.633 -1.909 -1.643  -0.70
C: 1.184 -2.465 -2.666  0.48
C: 1.533 -3.835 -2.563  -0.28
C: 2.061 -4.524 -3.624  -0.17
C: 2.287 -3.883 -4.840  -0.26
C: 1.979 -2.548 -4.967  -0.15
C: 1.438 -1.810 -3.910  -0.23
C: 1.175 -0.400 -4.079  0.42
N: 1.049 0.502 -3.110  -0.53
C: 0.950 1.727 -3.693  -0.06
C: 0.983 1.575 -5.045  -0.09
N: 1.133 0.238 -5.278  -0.50
H: 1.341 -4.317 -1.615  0.22
H: 2.301 -5.569 -3.507  0.21
H: 2.697 -4.431 -5.673  0.21
H: 2.193 -2.052 -5.904  0.19
H: 0.880 2.620 -3.102  0.25
H: 0.920 2.287 -5.841  0.23
H: 1.165 -0.201 -6.184  0.43
F: -0.948 5.306 -4.789  -0.31
C: -1.720 4.864 -3.778  0.21
C: -2.233 3.620 -3.821  0.01
N: -3.053 3.137 -2.851  -0.41
C: -3.312 1.719 -2.791  -0.33
C: -2.044 0.990 -2.268  0.78
O: -1.882 -0.211 -2.493  -0.69
O: -1.234 1.708 -1.637  -0.73
C: -3.374 3.907 -1.745  0.81
O: -4.141 3.533 -0.892  -0.62
N: -2.795 5.154 -1.720  -0.63
C: -1.968 5.762 -2.660  0.60
O: -1.556 6.886 -2.515  -0.57
H: -2.033 2.968 -4.659  0.23
H: -3.583 1.325 -3.769  0.22
H: -4.124 1.558 -2.080  0.27
H: -2.983 5.705 -0.889  0.43

=====

(3)
The following is a DFT calculation (ωB97M-V/def2-TZVPD) of a molecular structure, C40H32AsClMnN5S in a non-equilibrium geometry.

Its relative energy (zero: lowest compared OMol25 entry of this formula, charge and spin) is 38.2 kcal/mol. The total charge is +2. As for the multiplicity: 5. The value obtained for the LUMO energy (alpha / beta) is -5.8 / -7.6 eV. As for the HOMO energy (alpha / beta): -11.39 / -13.38 eV.

Each line ends with the Mulliken spin population.
Cartesian coordinates (Å):
Mn: 0.118 0.082 0.038  2.14
C: -0.640 -0.049 4.279  -0.01
C: 0.648 -0.042 4.802  0.01
C: 1.715 0.047 3.928  -0.01
C: 1.485 0.106 2.554  0.01
N: 0.225 0.103 2.050  -0.07
C: -0.796 0.022 2.907  0.01
C: 2.561 0.171 1.568  0.00
C: 3.911 -0.006 1.876  -0.01
C: 4.852 0.048 0.864  0.00
C: 4.427 0.280 -0.436  -0.01
C: 3.071 0.428 -0.667  0.03
N: 2.157 0.379 0.296  -0.04
H: -1.506 -0.094 4.920  0.00
H: 0.813 -0.083 5.866  0.00
H: 2.721 0.081 4.310  0.00
H: -1.789 0.028 2.464  0.00
H: 4.224 -0.209 2.887  0.00
H: 5.898 -0.087 1.081  0.00
H: 5.127 0.335 -1.254  0.00
H: 2.712 0.596 -1.674  -0.01
N: 0.255 1.770 -3.776  0.23
C: 0.295 0.875 -4.816  0.08
C: 0.297 1.330 -6.138  0.00
C: 0.276 0.429 -7.178  0.05
C: 0.258 -0.944 -6.930  0.07
C: 0.292 -1.409 -5.633  -0.01
C: 0.320 -0.510 -4.572  0.12
S: 0.418 -1.136 -2.940  0.38
N: 0.230 0.206 -1.962  0.31
C: 0.196 1.483 -2.443  0.30
C: 0.066 2.509 -1.471  -0.03
C: 0.086 3.890 -1.780  0.15
C: -0.106 4.820 -0.795  0.01
C: -0.313 4.379 0.522  0.15
C: -0.286 3.025 0.778  -0.03
N: -0.103 2.086 -0.161  0.06
H: 0.189 2.747 -4.025  -0.03
H: 0.313 2.392 -6.334  0.00
H: 0.263 0.783 -8.195  0.00
H: 0.220 -1.643 -7.749  0.00
H: 0.285 -2.465 -5.425  0.00
H: 0.272 4.206 -2.795  0.02
H: -0.095 5.873 -1.024  0.00
H: -0.472 5.083 1.323  0.01
H: -0.417 2.666 1.794  0.02
Cl: 0.455 -1.945 -0.025  0.11
C: -6.818 0.426 0.920  0.00
C: -5.785 0.727 1.788  0.00
C: -4.466 0.521 1.407  0.00
C: -4.171 0.000 0.156  0.00
C: -5.220 -0.298 -0.717  0.00
C: -6.533 -0.084 -0.338  0.00
As: -2.348 -0.409 -0.534  -0.08
C: -2.688 0.447 -2.268  -0.01
C: -2.979 1.811 -2.181  -0.03
C: -3.204 2.572 -3.314  0.01
C: -3.183 1.965 -4.560  -0.01
C: -2.917 0.610 -4.661  0.01
C: -2.643 -0.142 -3.526  0.04
C: -2.620 -2.354 -0.604  0.01
C: -2.294 -3.018 0.580  0.00
C: -2.428 -4.389 0.685  0.00
C: -2.866 -5.118 -0.408  0.00
C: -3.216 -4.468 -1.579  0.00
C: -3.113 -3.087 -1.676  0.00
H: -7.842 0.590 1.217  0.00
H: -6.004 1.125 2.768  0.00
H: -3.671 0.783 2.094  0.00
H: -5.006 -0.697 -1.704  0.00
H: -7.335 -0.314 -1.024  0.00
H: -3.062 2.268 -1.198  0.00
H: -3.418 3.628 -3.224  0.00
H: -3.386 2.542 -5.449  0.00
H: -2.932 0.137 -5.632  0.00
H: -2.402 -1.194 -3.635  0.00
H: -1.922 -2.447 1.431  0.01
H: -2.182 -4.890 1.608  0.00
H: -2.955 -6.191 -0.343  0.00
H: -3.572 -5.035 -2.426  0.00
H: -3.431 -2.592 -2.584  0.00

=====

| no. | calculated total energy (Eh) |
| --- | --- |
| 1 | -6083.40718 |
| 2 | -3812.01942 |
| 3 | -6061.94845 |